A molecular structure, C8H11N2O2S at a distorted geometry, computed with wB97M-V/def2-TZVPD.

Results
calculated total energy = -26379.7419 eV
lowest unoccupied orbital energy = 2.918 eV
total charge = -1
maximum force = 5.26 eV/Å

Geometry (Å):
1 C 2.829 -1.340 1.102
2 C 1.422 -1.514 0.814
3 C 3.444 -0.747 0.061
4 C 1.075 -1.055 -0.433
5 C -1.338 1.339 -0.967
6 C -0.432 0.669 1.291
7 C -0.297 -0.950 -0.860
8 C -1.154 0.239 -0.002
9 N -0.983 -2.260 -0.654
10 N -2.376 -0.457 0.391
11 O -1.981 -1.743 0.780
12 O -1.749 -2.576 -1.635
13 S 2.420 -0.476 -1.287
14 H 3.364 -1.665 2.027
15 H 0.762 -2.045 1.314
16 H 4.556 -0.535 0.036
17 H -0.647 1.268 -1.856
18 H -1.192 2.366 -0.634
19 H -2.366 1.241 -1.235
20 H -1.325 0.982 1.947
21 H 0.323 1.377 1.004
22 H 0.168 -0.100 1.798
23 H -0.282 -0.716 -2.007
24 H -3.164 -0.614 -0.256

A gas-phase ion, C8H11N2O4 (charge -1) at a distorted geometry, computed with wB97M-V/def2-TZVPD.

Results
structure (SMILES) = CO[C@@](C)(C(=O)[O-])c1[nH]c(=O)[nH]c1C
calculated total energy = -19645.3398 eV
lowest unoccupied orbital energy = 3.389 eV
total charge = -1
maximum force = 5.20 eV/Å

Geometry (Å):
1 C -0.288 -2.148 -1.879
2 O -0.337 -1.445 -0.716
3 C 0.145 -0.092 -0.832
4 C 1.667 -0.127 -1.014
5 C -0.505 0.766 -2.033
6 O -1.537 0.310 -2.512
7 O 0.112 1.816 -2.223
8 C -0.158 0.661 0.458
9 N 0.070 2.030 0.468
10 C -0.242 2.531 1.633
11 O -0.343 3.694 1.971
12 N -0.523 1.401 2.482
13 C -0.563 0.236 1.723
14 C -0.641 -1.170 2.294
15 H -1.277 -2.780 -1.872
16 H 0.636 -2.932 -2.093
17 H -0.186 -1.507 -2.653
18 H 1.733 -0.652 -2.081
19 H 1.994 0.839 -1.144
20 H 2.138 -0.815 -0.319
21 H 0.433 2.344 -0.496
22 H -0.472 1.442 3.530
23 H -0.035 -1.092 3.248
24 H -0.243 -1.839 1.458
25 H -1.580 -1.465 2.602

A gas-phase ion, C8H11N2S (charge +1) at a distorted geometry, computed with wB97M-V/def2-TZVPD.

Results
calculated total energy = -22280.6023 eV
lowest unoccupied orbital energy = -5.019 eV
total charge = +1
maximum force = 5.98 eV/Å

Geometry (Å):
1 C -3.311 1.714 0.037
2 C -2.003 1.225 -0.168
3 C -4.232 0.619 0.240
4 C -0.907 -2.151 -0.603
5 C 1.548 -0.411 -0.087
6 C -0.733 -0.792 -0.444
7 C 3.770 0.285 0.822
8 C 2.816 0.306 -0.314
9 N 0.439 0.053 -0.525
10 N -1.909 -0.098 -0.221
11 S -3.340 -0.855 0.187
12 H -3.619 2.690 0.058
13 H -1.166 1.798 -0.432
14 H -5.182 0.521 0.599
15 H -1.860 -2.584 -0.915
16 H 0.003 -2.793 -0.680
17 H 1.758 -1.292 0.472
18 H 3.788 -0.678 1.195
19 H 3.362 0.823 1.747
20 H 4.778 0.587 0.589
21 H 2.674 1.392 -0.534
22 H 3.325 -0.363 -1.023

2 unconnected molecules or ions with the total composition C8H11N3 at a distorted geometry, computed with wB97M-V/def2-TZVPD.

Results
calculated total energy = -12939.2281 eV
lowest unoccupied orbital energy = 0.879 eV
maximum force = 5.05 eV/Å

Geometry (Å):
1 C 2.755 -1.728 0.374
2 C 3.723 -0.867 -0.105
3 C 1.914 0.266 0.071
4 C -1.024 -0.036 0.769
5 C 0.896 1.295 0.095
6 C -2.143 -0.151 0.036
7 C -3.232 -0.894 0.762
8 C -2.264 0.537 -1.260
9 N 1.613 -0.962 0.538
10 N 1.013 2.503 -0.115
11 N 3.194 0.359 -0.226
12 H 2.891 -2.702 0.601
13 H 4.690 -1.017 -0.633
14 H -0.595 -0.286 1.705
15 H -3.821 -1.268 -0.002
16 H -2.999 -1.717 1.320
17 H -3.804 -0.223 1.399
18 H -2.866 0.026 -2.106
19 H -1.294 0.747 -1.659
20 H -2.714 1.623 -1.142
21 H 0.324 3.283 0.171
22 H 3.741 1.212 -0.592

C8H11N3O3 in the gas phase at a distorted geometry, computed with wB97M-V/def2-TZVPD.

Results
structure (SMILES) = CC(=O)/N=C/C=N\N=C(\C)OC(C)=O
calculated total energy = -19083.1036 eV
lowest unoccupied orbital energy = 0.153 eV
maximum force = 5.08 eV/Å

Geometry (Å):
1 C 0.524 2.859 1.855
2 C 1.417 1.862 1.039
3 O 2.226 2.189 0.169
4 N 1.002 0.622 1.295
5 C 1.305 -0.324 2.055
6 C 0.417 -1.420 2.209
7 N -0.697 -1.368 1.555
8 N -0.902 -0.486 0.682
9 C -1.229 -0.177 -0.488
10 C -1.635 1.250 -0.890
11 O -1.090 -1.136 -1.561
12 C -0.096 -2.124 -1.691
13 C -0.095 -2.561 -3.114
14 O 0.488 -2.592 -0.746
15 H -0.329 2.164 2.240
16 H 0.275 3.670 1.145
17 H 0.954 3.404 2.602
18 H 2.126 -0.210 2.583
19 H 0.580 -2.210 2.833
20 H -1.681 1.853 -0.041
21 H -2.551 1.238 -1.461
22 H -0.864 1.532 -1.627
23 H 0.919 -2.733 -3.461
24 H -0.592 -1.835 -3.744
25 H -0.472 -3.465 -3.437

2 unconnected molecules or ions with the total composition C8H11N4 at a distorted geometry, computed with wB97M-V/def2-TZVPD.

Results
calculated total energy = -14423.4484 eV
lowest unoccupied orbital energy (spin up / spin down) = -5.487 / -4.349 eV
total charge = +1
maximum force = 4.90 eV/Å

Geometry (Å):
1 C 3.002 -0.103 1.443
2 C 2.435 1.085 1.133
3 C 1.221 -1.297 0.603
4 C 0.389 -0.087 0.538
5 C -2.992 -1.105 0.448
6 C -3.219 0.356 0.666
7 C -1.039 -0.161 0.350
8 C 1.444 -1.105 -2.109
9 N 2.459 -1.275 1.068
10 N 1.111 1.051 0.728
11 N -1.740 -1.342 0.288
12 N -1.911 0.902 0.534
13 H 3.780 -0.118 2.108
14 H 2.907 2.005 1.213
15 H 0.874 -2.180 0.172
16 H -3.650 -1.834 0.283
17 H -3.742 0.708 -0.245
18 H -3.898 0.602 1.628
19 H 0.694 -1.879 -2.012
20 H 2.394 -1.105 -1.593
21 H 0.956 -0.321 -2.493
22 H -1.601 1.679 1.031
23 H 0.679 1.942 0.761

2 unconnected molecules or ions with the total composition C8H11N4 at a distorted geometry, computed with wB97M-V/def2-TZVPD.

Results
expectation value of S² = 2.034
calculated total energy = -14423.0931 eV
lowest unoccupied orbital energy (spin up / spin down) = -2.918 / -5.947 eV
2S+1 = 3
total charge = +1
maximum force = 4.10 eV/Å

Geometry (Å):
1 C 1.772 4.206 0.232
2 C 0.929 4.632 -0.828
3 C 1.610 2.886 0.625
4 C 0.000 3.787 -1.499
5 C 0.620 1.970 0.094
6 C -0.194 2.440 -1.037
7 C -0.550 -0.010 0.448
8 C -0.662 -1.247 0.195
9 N 0.445 0.829 0.649
10 N -0.999 1.529 -1.499
11 N -0.740 -2.444 -0.239
12 N -0.150 -4.540 1.348
13 H 2.588 4.747 0.663
14 H 1.176 5.565 -1.252
15 H 2.214 2.748 1.471
16 H -0.519 4.204 -2.309
17 H -1.490 0.513 0.572
18 H -1.589 1.780 -2.279
19 H -0.808 -2.692 -1.200
20 H -0.657 -3.346 0.484
21 H -0.367 -5.443 0.856
22 H -0.451 -4.769 2.228
23 H 0.785 -4.367 1.614

A gas-phase ion, C8H11N4O2 (charge +1) at a distorted geometry, computed with wB97M-V/def2-TZVPD.

Results
calculated total energy = -18518.8465 eV
lowest unoccupied orbital energy = -5.289 eV
total charge = +1
maximum force = 5.12 eV/Å

Geometry (Å):
1 C 3.597 0.778 -0.270
2 C 0.142 1.301 -0.311
3 C 2.088 -0.908 0.493
4 C -2.300 -0.119 -0.403
5 C -1.689 -1.417 0.292
6 C -2.170 1.229 0.285
7 C 2.221 0.284 -0.459
8 C -0.272 -1.532 -0.048
9 N 4.668 1.181 -0.219
10 N 1.401 1.476 -0.268
11 N 0.844 -1.486 0.800
12 N -0.838 1.875 0.311
13 O 3.068 -1.301 1.064
14 O 0.145 -1.780 -1.300
15 H -1.933 -0.026 -1.413
16 H -3.385 -0.217 -0.729
17 H -1.981 -1.462 1.419
18 H -2.129 -2.303 -0.212
19 H -2.881 2.015 -0.021
20 H -2.558 1.106 1.329
21 H 2.123 -0.178 -1.379
22 H 1.989 2.107 0.321
23 H 0.987 -1.825 1.785
24 H -0.650 2.832 0.861
25 H -0.487 -1.631 -1.929

In eV, the relative energy (zero: lowest compared OMol25 entry of this formula, charge and spin) values for the records above are, in order, 5.7252; 0.3685; 1.1690; 4.8463; 3.0257; 4.6271; 1.2585; 4.8734.